1.
C48H132N12O12 | wB97M-V/def2-TZVPD

Values from the calculation:
Energy relative to the best compared isomer or geometry (same formula, charge and spin) (eV): 6.552
SMILES: COC[C@H](C)N.COC[C@H](C)N.COC[C@H](C)N.COC[C@H](C)N.COC[C@H](C)N.COC[C@H](C)N.COC[C@H](C)N.COC[C@H](C)N.COC[C@H](C)N.COC[C@H](C)N.COC[C@H](C)N.COC[C@H](C)N

Structure (ORCA input):
```
! RIJCOSX wB97M-V def2-TZVPD def2/J DEFGRID3
* xyz 0 1
C -4.853 13.104 28.311
O -5.263 12.155 27.376
C -5.606 10.907 27.853
C -5.963 10.025 26.643
C -7.382 10.375 26.162
N -6.107 8.594 27.028
H -5.643 13.301 29.036
H -4.612 14.014 27.762
H -4.025 12.753 28.928
H -4.863 10.430 28.493
H -6.507 10.915 28.467
H -5.204 10.115 25.867
H -7.659 9.913 25.214
H -7.448 11.450 25.994
H -8.213 10.126 26.822
H -5.311 8.222 27.526
H -6.181 8.021 26.199
C -14.490 26.911 30.599
O -14.627 26.031 31.720
C -15.267 26.619 32.831
C -15.726 25.550 33.753
C -16.791 26.074 34.751
N -14.615 24.954 34.457
H -15.487 27.297 30.387
H -14.019 26.357 29.787
H -13.798 27.698 30.899
H -14.641 27.298 33.411
H -16.117 27.178 32.439
H -16.185 24.825 33.081
H -16.453 26.613 35.636
H -17.483 25.368 35.210
H -17.335 26.803 34.150
H -14.895 24.147 34.997
H -13.933 24.539 33.838
C -11.799 12.819 35.220
O -11.172 13.563 34.195
C -12.011 14.120 33.142
C -13.094 15.075 33.751
C -13.917 15.729 32.585
N -12.529 16.251 34.447
H -12.224 11.928 34.757
H -12.553 13.446 35.696
H -11.095 12.492 35.984
H -11.390 14.737 32.492
H -12.491 13.347 32.543
H -13.678 14.499 34.469
H -14.553 16.491 33.036
H -14.579 15.045 32.055
H -13.250 16.186 31.854
H -11.836 15.928 35.107
H -11.988 16.794 33.790
C -12.382 17.775 24.805
O -12.693 19.171 24.724
C -14.056 19.476 24.703
C -14.706 19.178 23.329
C -14.070 19.968 22.177
N -16.168 19.415 23.264
H -12.811 17.265 25.667
H -11.306 17.607 24.846
H -12.828 17.239 23.967
H -14.693 18.831 25.308
H -14.307 20.494 25.001
H -14.631 18.094 23.240
H -13.046 19.612 22.066
H -14.195 21.021 22.430
H -14.494 19.706 21.208
H -16.464 19.360 22.300
H -16.649 18.693 23.783
C -20.393 23.092 13.949
O -20.264 21.923 14.741
C -18.908 21.326 14.646
C -19.013 19.823 14.935
C -19.804 18.948 13.865
N -19.624 19.572 16.262
H -21.409 23.163 13.562
H -19.762 23.063 13.060
H -20.112 24.012 14.462
H -18.474 21.387 13.647
H -18.291 21.756 15.435
H -18.004 19.422 15.023
H -20.813 19.331 13.709
H -19.867 17.942 14.281
H -19.391 18.838 12.863
H -20.363 20.254 16.359
H -20.125 18.699 16.341
C -5.236 21.514 29.834
O -6.004 20.823 30.858
C -7.408 20.767 30.584
C -8.195 22.062 30.841
C -7.909 22.625 32.289
N -9.561 21.738 30.695
H -5.300 22.583 30.034
H -5.513 21.363 28.790
H -4.225 21.108 29.870
H -7.459 20.402 29.559
H -7.893 19.943 31.107
H -7.884 22.825 30.127
H -6.866 22.942 32.313
H -8.048 21.864 33.057
H -8.568 23.464 32.509
H -9.643 21.506 29.716
H -10.078 22.599 30.798
C -22.972 14.793 31.280
O -22.327 14.199 30.176
C -21.767 15.068 29.221
C -21.393 14.296 27.885
C -20.315 13.224 28.081
N -21.042 15.221 26.854
H -23.149 13.982 31.986
H -23.931 15.287 31.123
H -22.407 15.539 31.838
H -22.420 15.922 29.040
H -20.857 15.586 29.525
H -22.257 13.798 27.445
H -20.547 12.616 28.956
H -19.385 13.777 28.209
H -20.184 12.647 27.166
H -21.740 15.931 26.688
H -20.965 14.761 25.958
C -18.524 31.076 23.007
O -18.200 29.710 22.754
C -19.241 28.772 22.881
C -18.787 27.368 22.535
C -18.295 27.401 21.100
N -19.778 26.351 22.831
H -17.672 31.739 23.162
H -19.202 31.195 23.852
H -19.022 31.547 22.160
H -19.580 28.842 23.914
H -20.087 28.986 22.228
H -17.834 27.237 23.045
H -17.306 27.850 21.016
H -18.922 27.987 20.428
H -18.278 26.383 20.711
H -20.080 26.604 23.761
H -19.225 25.523 23.002
C -12.422 27.254 15.249
O -12.646 28.629 15.571
C -12.731 29.462 14.439
C -13.812 29.134 13.386
C -13.705 30.093 12.212
N -15.161 29.217 13.992
H -13.325 26.777 14.869
H -12.076 26.763 16.159
H -11.674 27.137 14.465
H -12.879 30.441 14.896
H -11.763 29.505 13.939
H -13.715 28.132 12.970
H -14.017 31.096 12.506
H -14.370 29.963 11.358
H -12.684 30.051 11.834
H -15.791 28.808 13.317
H -15.200 28.655 14.830
C -29.162 23.369 18.093
O -28.290 23.312 16.949
C -27.038 22.818 17.269
C -26.180 23.492 18.442
C -26.041 25.007 18.212
N -24.835 22.869 18.588
H -28.759 23.977 18.903
H -29.337 22.376 18.507
H -30.148 23.748 17.827
H -27.206 21.745 17.362
H -26.513 22.884 16.316
H -26.759 23.389 19.359
H -27.013 25.500 18.208
H -25.423 25.181 17.331
H -25.553 25.503 19.050
H -24.202 23.341 19.217
H -24.317 23.140 17.764
C -19.109 12.686 18.459
O -20.402 12.640 19.028
C -21.258 11.535 18.733
C -21.697 11.511 17.299
C -22.822 12.541 17.010
N -22.288 10.212 16.888
H -18.476 11.874 18.817
H -18.655 13.648 18.697
H -19.228 12.564 17.382
H -20.675 10.672 19.055
H -22.138 11.556 19.376
H -20.881 11.723 16.608
H -23.037 12.706 15.954
H -22.491 13.520 17.358
H -23.774 12.415 17.526
H -21.573 9.500 16.948
H -22.939 9.915 17.600
C -12.362 21.028 11.279
O -12.680 21.951 10.243
C -12.216 21.602 8.979
C -12.961 22.410 7.920
C -14.458 22.078 7.988
N -12.456 22.070 6.613
H -12.509 19.991 10.979
H -12.994 21.128 12.162
H -11.340 21.163 11.632
H -11.131 21.693 8.927
H -12.434 20.555 8.767
H -12.773 23.471 8.087
H -14.982 22.617 7.199
H -14.995 22.261 8.919
H -14.640 21.024 7.782
H -12.438 21.069 6.481
H -11.467 22.273 6.607
*
```



2.
C4H3AgO | wB97M-V/def2-TZVPD

Values from the calculation:
Energy relative to the best compared isomer or geometry (same formula, charge and spin) (eV): 3.087

Structure (ORCA input):
```
! RIJCOSX wB97M-V def2-TZVPD def2/J DEFGRID3
* xyz 0 1
O -0.820 0.707 -0.670
C -0.236 -0.222 -0.148
C 0.794 0.010 0.903
C 1.470 -1.014 1.430
C 2.139 -2.022 1.858
H -0.371 -1.264 -0.493
H 1.074 1.052 1.097
Ag -1.620 1.723 -2.618
H -3.309 0.742 -1.802
*
```



3.
C11H15FIN | wB97M-V/def2-TZVPD

Values from the calculation:
Energy relative to the best compared isomer or geometry (same formula, charge and spin) (eV): 1.898
SMILES: CC(C)c1cccc(N)c1.C=C(F)I

Structure (ORCA input):
```
! RIJCOSX wB97M-V def2-TZVPD def2/J DEFGRID3
* xyz 0 1
C 1.601 -2.586 -1.175
C 1.777 -1.757 0.062
C 0.766 -2.377 1.054
C 1.333 -0.291 -0.085
C 1.747 0.660 0.836
C 1.425 2.021 0.917
C 0.450 2.455 0.013
C -0.022 1.517 -0.907
N -1.013 1.872 -1.872
C 0.398 0.141 -0.988
H 2.174 -2.068 -1.966
H 0.478 -2.759 -1.306
H 2.159 -3.495 -1.033
H 2.750 -1.728 0.404
H 0.995 -3.513 1.069
H -0.126 -2.315 0.527
H 0.901 -2.009 2.126
H 2.523 0.279 1.595
H 1.691 2.383 1.868
H -0.029 3.466 -0.072
H -0.594 1.747 -2.847
H -1.333 2.882 -1.728
H -0.068 -0.403 -1.795
C -2.963 1.569 1.360
C -3.707 0.761 0.658
F -4.805 1.093 0.117
I -3.019 -1.107 -0.031
H -3.513 2.427 1.674
H -1.975 1.134 1.525
*
```



4.
C4H10N | wB97M-V/def2-TZVPD

Values from the calculation:
Energy relative to the best compared isomer or geometry (same formula, charge and spin) (eV): 2.669

Structure (ORCA input):
```
! RIJCOSX wB97M-V def2-TZVPD def2/J DEFGRID3
* xyz 1 1
C -1.021 -0.077 2.249
C 0.173 0.180 2.789
H -1.337 -1.088 2.003
H -1.862 0.609 2.358
H 0.867 -0.672 2.765
H 0.482 1.027 3.381
C 0.806 -0.604 -2.546
C -0.350 0.926 -1.042
N 0.630 0.130 -1.258
H -0.024 -1.315 -2.612
H 0.650 0.113 -3.345
H 1.729 -1.160 -2.495
H -1.125 1.034 -1.795
H -0.505 1.303 -0.026
H 0.887 -0.405 -0.424
*
```



5.
C4H6N2 | wB97M-V/def2-TZVPD

Values from the calculation:
Energy relative to the best compared isomer or geometry (same formula, charge and spin) (eV): 3.549
SMILES: N#CCN1CC1

Structure (ORCA input):
```
! RIJCOSX wB97M-V def2-TZVPD def2/J DEFGRID3
* xyz 0 1
N 2.657 1.316 -0.392
C 1.833 0.502 -0.464
C 1.060 -0.656 -0.074
N -0.241 -0.454 0.589
C -1.523 -0.460 -0.142
C -0.990 0.788 0.448
H 1.024 -1.548 -0.704
H 2.124 -0.711 0.507
H -2.354 -0.976 0.348
H -1.544 -0.532 -1.230
H -0.626 1.543 -0.250
H -1.419 1.188 1.366
*
```



6.
C42H33BiF5N8OTe | wB97M-V/def2-TZVPD

Values from the calculation:
Energy relative to the best compared isomer or geometry (same formula, charge and spin) (eV): 1.431

Structure (ORCA input):
```
! RIJCOSX wB97M-V def2-TZVPD def2/J DEFGRID3
* xyz 1 1
Bi 0.248 0.065 0.260
C -3.066 -3.222 1.410
C -1.803 -2.665 1.169
N -1.539 -1.396 1.352
C -2.514 -0.552 1.731
C -3.841 -1.008 1.950
C -4.080 -2.389 1.806
C -4.846 -0.075 2.260
C -4.543 1.260 2.296
C -3.234 1.713 2.114
C -2.194 0.828 1.900
N -0.867 1.177 1.807
C -0.264 2.175 2.501
C -0.809 2.938 3.528
C -0.074 3.944 4.154
C 1.217 4.234 3.789
C 1.846 3.441 2.815
C 3.179 3.633 2.393
C 3.747 2.752 1.507
C 2.980 1.685 1.028
N 1.716 1.538 1.349
C 1.119 2.381 2.205
H -3.223 -4.282 1.284
H -0.976 -3.276 0.830
H -5.073 -2.769 1.987
H -5.851 -0.427 2.419
H -5.324 1.985 2.456
H -3.035 2.772 2.121
H -1.814 2.748 3.864
H -0.552 4.520 4.931
H 1.765 5.036 4.255
H 3.732 4.480 2.772
H 4.765 2.872 1.171
H 3.381 0.936 0.362
C -0.093 3.484 -0.724
C 0.922 2.853 -1.614
C 1.495 3.606 -2.643
C 2.464 3.044 -3.447
C 2.837 1.728 -3.219
C 2.217 1.027 -2.195
N 1.296 1.596 -1.403
C 2.499 -0.405 -1.996
C 2.702 -1.270 -3.073
C 2.791 -2.626 -2.812
C 2.677 -3.090 -1.508
C 2.517 -2.156 -0.488
N 2.450 -0.853 -0.749
C 2.342 -2.523 0.929
C 2.825 -3.723 1.447
C 2.594 -4.010 2.783
C 1.928 -3.086 3.567
C 1.495 -1.895 2.987
C 0.805 -0.858 3.803
N 1.689 -1.646 1.698
H 0.404 4.007 0.096
H -0.664 4.209 -1.300
H -0.780 2.750 -0.317
H 1.155 4.614 -2.812
H 2.915 3.603 -4.254
H 3.584 1.250 -3.832
H 2.708 -0.888 -4.081
H 2.926 -3.325 -3.624
H 2.674 -4.149 -1.303
H 3.380 -4.412 0.832
H 2.940 -4.940 3.208
H 1.748 -3.275 4.614
H 1.471 -0.014 3.968
H -0.068 -0.490 3.277
H 0.513 -1.253 4.770
F -1.873 2.323 -2.960
Te -1.612 0.382 -2.675
F -1.686 -0.543 -4.398
F -3.505 0.594 -3.091
F -0.037 1.051 -3.672
F -0.095 -0.962 -2.403
O -1.627 0.766 -0.922
N -2.858 -3.698 -2.371
C -2.038 -2.666 -2.608
N -2.536 -1.536 -2.177
C -3.771 -1.810 -1.642
C -4.735 -0.989 -1.072
C -5.924 -1.583 -0.702
C -6.158 -2.950 -0.871
C -5.193 -3.788 -1.391
C -3.998 -3.198 -1.779
H -2.695 -4.654 -2.650
H -1.099 -2.741 -3.122
H -4.553 0.065 -0.942
H -6.711 -0.976 -0.285
H -7.115 -3.359 -0.589
H -5.373 -4.843 -1.524
*
```



7.
C5H16N2O | wB97M-V/def2-TZVPD

Values from the calculation:
Energy relative to the best compared isomer or geometry (same formula, charge and spin) (eV): 11.202

Structure (ORCA input):
```
! RIJCOSX wB97M-V def2-TZVPD def2/J DEFGRID3
* xyz 0 1
N 5.443 -0.807 -0.914
C 0.043 0.322 1.151
C 0.113 0.358 -0.422
C 1.115 0.650 1.824
N -3.066 -0.295 0.190
C -3.741 -1.521 -0.195
C -3.860 0.559 -0.701
H 5.248 -1.757 -1.028
H 6.077 -0.591 -0.145
H -0.911 -0.097 1.553
H 1.198 0.545 -0.611
H -0.386 1.322 -0.549
H -0.503 -0.397 -0.992
H 2.050 0.932 1.133
H 1.067 1.119 2.819
H -3.744 -1.712 -1.231
H -3.238 -2.393 0.205
H -4.764 -1.604 0.113
H -2.870 0.407 -1.124
H -4.014 1.592 -0.441
H -4.764 0.269 -1.176
H 4.550 -0.225 -0.808
H 3.072 1.651 -0.675
O 2.910 0.806 -0.238
*
```



8.
C41H44CrN6O2P2S | wB97M-V/def2-TZVPD

Values from the calculation:
⟨S²⟩: 0.852
Total energy (eV): -114090.6228

Structure (ORCA input):
```
! RIJCOSX wB97M-V def2-TZVPD def2/J DEFGRID3
* xyz 1 2
Cr 0.925 0.622 -0.169
C -3.247 1.643 0.451
C -1.789 1.577 0.779
N -0.924 1.359 -0.185
N -1.340 1.495 -1.464
C -0.341 1.627 -2.315
O 0.878 1.508 -1.961
C -0.684 1.901 -3.720
C 0.319 2.096 -4.668
C -0.017 2.317 -5.991
C -1.348 2.339 -6.380
C -2.349 2.170 -5.435
C -2.021 1.953 -4.112
C -0.034 1.181 2.667
C -0.752 1.137 4.042
C 0.111 1.537 5.183
C 1.303 2.178 4.952
C 1.846 2.326 3.686
N 1.221 1.852 2.560
H -3.377 2.247 -0.447
H -3.826 2.057 1.270
H -3.604 0.638 0.214
H 1.355 2.086 -4.363
H 0.758 2.477 -6.727
H -1.607 2.484 -7.421
H -3.386 2.214 -5.733
H -2.781 1.816 -3.361
H -1.278 0.196 4.219
H -0.264 1.382 6.180
H 1.872 2.558 5.789
H 2.789 2.813 3.504
O 2.296 1.946 0.462
C 2.008 1.251 1.471
C 2.792 0.165 2.146
C 4.115 0.169 2.542
C 4.563 -0.853 3.371
C 3.687 -1.812 3.851
C 2.344 -1.804 3.492
C 1.904 -0.830 2.613
P 0.310 -0.460 1.808
C -0.974 -1.631 2.362
C -2.294 -1.194 2.493
C -3.283 -2.070 2.902
C -2.976 -3.393 3.176
C -1.682 -3.850 2.991
C -0.687 -2.981 2.575
C -1.168 2.075 2.055
C -1.647 2.277 3.507
C -3.034 2.775 3.617
C -3.232 3.824 2.796
C -2.188 4.263 1.888
C -1.129 3.501 1.536
H 4.787 0.947 2.212
H 5.600 -0.881 3.669
H 4.043 -2.578 4.524
H 1.668 -2.535 3.909
H -2.548 -0.169 2.272
H -4.296 -1.714 3.011
H -3.745 -4.065 3.525
H -1.445 -4.887 3.171
H 0.312 -3.355 2.403
H -1.042 3.158 3.798
H -3.755 2.407 4.327
H -4.156 4.383 2.805
H -2.301 5.248 1.463
H -0.403 3.810 0.800
C -0.954 -2.488 -4.189
N 0.462 -2.508 -3.876
C 0.798 -3.731 -3.169
N -0.004 -3.931 -1.974
C -1.407 -3.913 -2.350
N -1.785 -2.677 -3.011
C -1.753 -1.544 -2.127
P -0.014 -1.195 -1.483
C 0.852 -1.340 -3.130
C 0.299 -2.965 -0.944
H -1.167 -3.290 -4.899
H -1.206 -1.533 -4.655
H 1.854 -3.709 -2.894
H 0.626 -4.577 -3.837
H -2.028 -4.056 -1.462
H -1.580 -4.740 -3.043
H -2.403 -1.740 -1.267
H -2.127 -0.661 -2.654
H 1.920 -1.407 -2.918
H 0.659 -0.448 -3.736
H -0.326 -3.183 -0.068
H 1.353 -3.070 -0.655
C 3.915 1.532 -1.916
S 3.513 0.048 -0.966
C 4.297 -1.141 -2.115
H 4.996 1.611 -1.972
H 3.497 2.378 -1.384
H 3.478 1.459 -2.906
H 3.890 -1.035 -3.117
H 4.139 -2.144 -1.733
H 5.360 -0.925 -2.132
*
```



How do the records compare in F_max? In the order shown, they have 2.78, 2.10, 4.62, 1.93, 3.64, 5.05, 3.79, 4.61 eV/A.